This record from OMol25 describes a structure of composition C21H21ClInN2P at a distorted geometry. The level of theory is ωB97M-V with the def2-TZVPD basis set.

Energy relative to the best compared isomer or geometry (same formula, charge and spin) ... 0.000 eV
Highest occupied orbital energy ... -15.03 eV
Net charge ... +2

```
47
Properties=species:S:1:pos:R:3:forces:R:3
C -1.3360 -0.7030 -0.0429 0.0 0.1 -0.2
H 2.1232 -2.7321 -0.5059 0.4 -0.3 0.4
Cl 0.3249 0.8579 3.5595 0.4 0.9 -1.0
C 0.8751 -0.3548 -2.4802 0.1 0.2 0.6
In 0.7451 1.6847 1.3075 -1.6 -0.8 2.6
C 1.6422 -4.5324 2.3661 -0.3 0.4 -0.9
H 1.7411 -5.5520 2.7113 0.2 0.1 0.3
C 0.5148 -2.3866 2.4422 -0.1 0.2 0.2
C 1.0589 -2.0297 1.1969 -0.5 -0.2 0.6
C -2.2633 0.2702 0.3805 0.3 -0.2 -0.2
H -5.0787 -1.1351 -0.9056 0.2 0.1 0.2
C 3.6162 0.1921 -2.1800 0.0 -0.1 0.0
C 1.8621 -2.9579 0.5321 0.2 -0.1 -0.6
H 0.2817 -3.9161 3.9277 0.3 0.2 -0.2
C -1.4257 4.0727 2.1316 -0.2 -1.0 -0.7
C 1.6560 -0.0149 -3.5922 -0.1 -0.3 0.1
C -4.0287 -1.0155 -0.6455 0.2 -0.1 -0.4
H -1.0064 -2.5639 -1.1040 -0.5 0.2 0.0
C -0.8778 5.3760 0.4281 0.6 -0.2 -0.3
C -1.7586 -1.8204 -0.8068 0.2 0.2 0.5
H 4.6749 0.4175 -2.0521 -0.3 -0.1 -0.1
C 3.0297 0.2399 -3.4472 -0.6 -0.7 -0.2
C 1.4806 -0.4489 -1.2109 -0.4 0.6 -0.6
H 3.6344 0.3722 -4.3446 -0.1 0.3 0.3
H 0.2462 3.7800 -0.5021 -0.8 0.9 0.5
N -0.2873 4.1787 0.2849 -0.4 0.0 -0.8
H -0.2157 -0.4753 -2.5375 0.6 -0.1 -0.3
H -0.7425 6.1822 -0.2711 0.1 0.0 -0.1
H 1.1656 0.0088 -4.5730 0.4 0.1 0.4
H 2.7195 -4.9279 0.4983 -0.2 0.5 0.6
C -1.6081 5.3209 1.5878 -0.2 0.8 0.4
C 2.8472 -0.1469 -1.0726 -0.4 0.4 0.0
C -3.6077 0.1065 0.0812 -0.1 -0.3 -0.2
H -0.1682 2.3575 -1.7580 -0.3 -0.3 0.0
H 3.2867 -0.0721 -0.0832 0.1 -0.3 0.0
H -0.1637 -1.6858 2.9258 0.1 -0.3 0.1
C -3.1107 -1.9744 -1.1219 0.2 0.3 0.3
H -2.2011 6.1124 1.9878 -0.2 0.3 0.2
H -0.7925 2.1417 -1.3894 0.3 0.1 -0.2
C 2.1759 -4.1923 1.1173 -0.3 0.1 -0.6
H -1.9920 1.1920 0.9059 0.1 -0.5 0.0
H -4.2990 0.8854 0.4140 0.0 -0.5 -0.2
H -3.4237 -2.8382 -1.7307 0.1 0.6 0.5
P 0.4535 -0.5889 0.2929 0.6 -1.0 -1.2
H -1.8361 3.6144 3.0120 0.0 0.0 0.2
C 0.8020 -3.6224 3.0140 -0.3 0.1 0.0
N -0.7339 3.3239 1.2521 2.1 -0.3 0.1
```
Forces are in eV/Å.



This record from OMol25 describes an isolated molecule of C21H21ClN2O4S. The level of theory is ωB97M-V with the def2-TZVPD basis set.

Energy relative to the best compared isomer or geometry (same formula, charge and spin) ... 1.062 eV
Highest occupied orbital energy ... -8.58 eV
Structure (SMILES) ... COCCn1c(SCc2cc(C(C)=O)ccc2OC)nc2cc(Cl)ccc2c1=O

```
50
Properties=species:S:1:pos:R:3:forces:R:3
H 0.0678 2.4800 1.4669 -0.2 -0.1 0.0
O -1.9327 -0.3649 2.7583 -0.2 0.0 0.1
C 1.1243 -0.7587 -1.5606 0.1 0.2 -0.1
H -0.9446 0.9229 -0.3537 0.0 0.0 0.1
C -2.7932 3.4781 0.4512 0.0 0.0 0.0
N 0.0326 0.4585 1.9749 -0.3 -0.3 0.2
H -2.4219 0.9094 0.6510 0.1 0.0 -0.1
C -0.0040 -0.8290 -2.3746 0.0 -0.3 0.1
C 2.9353 0.6255 -0.4769 -0.2 0.1 0.4
H -0.0339 -3.0139 -0.5609 0.0 0.0 0.0
H -2.3445 3.9122 1.3498 0.0 0.0 0.0
H -0.5795 -4.9979 3.7975 0.0 -0.1 0.0
H -3.0851 4.2800 -0.2241 -0.1 0.0 0.1
H 3.0081 -3.2080 2.2757 0.1 0.0 0.0
H -1.7746 -2.8340 3.5026 -0.1 0.0 0.0
C 1.3361 1.5676 -2.1320 -0.2 -0.2 -0.1
C -0.2710 2.7679 -3.5634 -0.3 0.0 -0.1
C -1.7588 2.8998 -3.7560 0.1 0.3 -0.1
H -2.1197 2.1582 -4.4646 -0.1 -0.1 -0.1
C 0.9917 -3.0586 -0.9421 -0.1 -0.3 0.0
N 1.9735 -0.8579 1.8755 0.5 0.3 0.0
H -1.9912 3.8931 -4.1305 0.0 0.0 0.0
O -1.8741 2.6796 -0.2600 0.1 0.2 -0.1
C 1.2959 -1.9274 2.3766 -0.8 -0.1 0.2
C -0.0626 -1.8264 2.7253 0.4 -0.3 0.0
C 0.1888 1.5103 -2.9194 0.4 -0.2 0.2
C -1.5242 1.4848 0.3844 0.1 -0.2 0.1
H -1.2931 1.9483 2.5005 0.1 0.0 -0.1
C -0.7598 -0.5656 2.5182 0.0 0.1 0.0
H -3.6777 2.8982 0.7380 0.0 0.0 0.0
C 1.2774 -4.2237 3.0485 0.0 0.3 -0.1
C -0.7330 -2.9387 3.2397 0.0 0.1 0.0
H 0.9869 -3.4397 -1.9678 0.0 0.0 0.0
H -1.3623 0.2036 -3.6370 -0.1 0.0 0.0
H 1.8475 2.5140 -2.0368 0.0 0.1 0.0
O 1.6297 -1.8073 -0.8597 0.1 0.4 -0.2
C -0.0718 -4.1331 3.4017 -0.1 0.0 0.0
C 1.8016 0.4675 -1.4363 -0.1 -0.2 -0.1
H 1.5761 -3.7253 -0.3103 -0.1 0.0 -0.1
O 0.5069 3.6438 -3.8637 0.1 0.1 0.1
H -2.2489 2.7385 -2.7978 -0.1 -0.1 0.1
C 1.9666 -3.1438 2.5445 -0.1 -0.1 0.1
H 3.3173 -0.3237 -0.1115 0.1 0.1 -0.1
S 2.3017 1.5557 0.9794 0.3 0.3 -0.1
H -0.5339 -1.7613 -2.4900 0.0 -0.1 0.0
C -0.4767 0.2943 -3.0281 0.1 0.3 0.0
H 3.7312 1.2475 -0.8811 0.0 0.0 0.0
C -0.6612 1.6898 1.6475 -0.5 0.5 -0.2
Cl 2.0914 -5.7323 3.2475 0.1 -0.2 0.0
C 1.3453 0.2423 1.6834 0.7 -0.2 -0.1
```
Forces are in eV/Å.



This record from OMol25 describes an isolated molecule of C21H21F3IN3O2. The level of theory is ωB97M-V with the def2-TZVPD basis set.

Energy relative to the best compared isomer or geometry (same formula, charge and spin) ... 0.000 eV
Highest occupied orbital energy ... -7.85 eV
Structure (SMILES) ... O=C(c1ccc(F)c(F)c1Nc1ccc(I)cc1F)N1CC(O)([C@@H]2CCCCN2)C1

```
51
Properties=species:S:1:pos:R:3:forces:R:3
C -0.2361 -0.8307 -1.8786 0.2 0.1 0.1
C -6.2703 -4.0452 -5.3354 -0.1 0.2 0.0
C -5.4396 -2.9307 -4.7074 0.1 -0.3 0.1
N -6.2480 -3.5736 -2.5075 0.2 0.0 0.3
H -4.5436 -2.7449 -5.3009 0.0 0.1 0.0
C -7.4842 -4.3298 -4.4578 0.2 -0.2 0.1
I 4.2075 2.5180 4.6207 -0.2 -0.1 -0.3
C -2.9735 -1.6906 -3.1472 -0.2 0.2 -0.5
C 0.9756 -0.3633 -3.9224 0.1 0.1 0.0
C 1.4484 0.8914 -1.9218 0.1 0.1 0.0
F -0.5833 1.4281 2.4263 0.1 0.0 -0.1
C 2.6520 0.6986 0.9880 -0.3 0.0 0.1
C 1.6614 0.6451 -3.2653 -0.1 -0.2 0.0
H -6.0976 -1.4205 -2.2926 0.0 -0.1 0.0
O -1.3139 -1.7157 0.0605 -0.1 0.0 0.2
H -0.5232 -1.8485 -3.7327 -0.1 -0.1 -0.1
H -8.0694 -5.1541 -4.8667 -0.1 0.0 0.0
C -3.5878 -2.4998 -1.2707 -0.1 -0.1 0.3
C -5.0404 -3.3017 -3.2762 0.2 0.5 -0.2
C -7.0216 -4.6795 -3.0475 -0.4 0.0 -0.1
F 2.5455 1.3957 -3.9412 -0.2 -0.1 0.3
H -8.1178 -3.4431 -4.4134 -0.1 0.0 0.0
H -0.4308 -0.2127 0.5487 0.3 0.1 -0.1
C -4.3390 -2.1289 -2.5794 0.0 -0.5 0.0
C 3.4820 1.1901 1.9774 0.1 0.1 0.1
H -2.9227 -0.6324 -3.4058 0.0 0.0 0.0
N -2.3527 -2.0268 -1.8767 0.1 -0.2 0.2
F 2.1014 1.9223 -1.3431 -0.2 -0.2 -0.2
H 3.0874 0.2204 0.1252 0.0 0.0 -0.1
N 0.3693 0.2989 0.1670 -0.7 0.1 0.2
H -5.6632 -4.9497 -5.4230 0.0 -0.1 -0.1
H 1.1201 2.2840 4.1551 -0.1 0.0 0.1
C 0.5527 0.1113 -1.1689 0.1 0.0 -0.4
C 2.9382 1.7679 3.1096 0.3 0.2 0.3
H -7.8819 -4.8386 -2.3933 0.1 -0.1 0.0
H 4.5517 1.1111 1.8644 0.1 0.0 0.0
C -1.3201 -1.5466 -1.1572 0.1 -0.1 -0.1
O -5.2145 -1.0506 -2.4460 0.0 0.4 0.0
H -6.0248 -2.0106 -4.6769 0.0 0.1 0.0
H -3.5516 -3.5611 -1.0172 -0.1 0.0 0.0
H -6.0013 -3.7676 -1.5405 0.0 0.0 -0.1
C 0.0163 -1.0685 -3.2247 0.1 0.1 0.1
H 1.1833 -0.5579 -4.9608 0.0 0.0 -0.1
C 1.2653 0.7926 1.1001 0.3 0.2 0.4
H -4.3561 -4.1708 -3.3055 0.0 0.1 0.0
H -6.5863 -3.7530 -6.3377 0.0 -0.1 -0.1
H -3.8767 -1.9199 -0.3921 0.0 0.0 -0.1
C 0.7563 1.3610 2.2732 0.1 -0.1 -0.2
H -6.4345 -5.6139 -3.0799 -0.1 0.1 0.0
C 1.5662 1.8491 3.2750 -0.1 0.0 0.0
H -2.6230 -2.3024 -3.9802 0.0 0.0 -0.1
```
Forces are in eV/Å.



This record from OMol25 describes a structure of composition C21H21F3LiN3O7 at a distorted geometry. The level of theory is ωB97M-V with the def2-TZVPD basis set.

Energy relative to the best compared isomer or geometry (same formula, charge and spin) ... 7.312 eV
Highest occupied orbital energy ... 0.60 eV
Net charge ... -2

```
56
Properties=species:S:1:pos:R:3:forces:R:3
C -2.8087 -0.4825 -9.5616 0.5 1.4 3.8
H -3.0437 1.3265 -10.6532 0.1 0.3 -0.1
C -4.1603 1.3176 2.7370 2.2 -4.0 -0.5
O -4.8344 0.5126 3.7503 -0.1 1.8 2.0
C -5.6753 0.1943 5.9022 -0.5 -0.1 1.9
N 3.6045 0.4315 7.4308 -0.8 -0.1 0.0
C 4.5368 3.2184 -2.8791 0.0 0.2 -0.6
N -2.3709 -0.1270 -7.0899 -1.0 -0.6 -2.5
H 4.8569 -0.4767 -3.3360 0.2 -0.2 -0.5
C -1.1558 -6.2219 -2.6916 1.8 0.6 -1.4
C 4.7292 -1.7268 6.7980 0.8 1.1 2.6
H -5.3026 2.1199 5.0886 0.3 0.2 -0.1
C -4.8181 1.1437 5.0711 -1.7 -2.8 -1.1
C 3.3444 -0.7188 5.1849 -0.8 1.4 1.1
C 5.8175 2.7203 -3.0575 0.1 -0.2 -0.4
O 4.1167 0.3341 8.5427 -0.4 0.5 -0.8
F -4.8259 3.0075 1.2292 0.4 1.0 -0.5
H 2.6614 0.0508 4.8566 0.0 0.2 0.2
H -2.5346 -1.9937 -7.9586 0.1 -0.1 -0.1
O -1.3000 -7.3964 -2.8563 -0.6 -6.6 -0.5
C -2.5816 -0.9390 -8.1864 0.4 1.2 -1.2
C 3.4215 2.3566 -2.9594 0.5 0.0 0.7
H -2.6918 1.7397 -6.3838 0.4 0.4 0.0
O 2.8425 1.3282 7.0510 1.3 -1.2 0.6
H -3.5663 2.0576 3.2733 0.1 0.8 0.2
C 3.8838 -0.6790 6.5033 -0.6 -0.8 -3.0
H -3.8552 1.1368 5.5818 0.5 0.4 -0.6
H -5.6842 0.5946 6.9160 -0.3 0.4 0.4
N 3.5132 1.0417 -3.1165 2.3 0.2 -1.1
C 4.8036 0.6020 -3.3440 -1.5 -0.3 1.8
O -1.9890 -5.4753 -2.3005 -5.9 4.7 3.1
H -3.0892 2.8141 -8.7071 0.2 0.1 0.3
H 2.4121 2.7002 -2.7881 0.0 0.4 0.0
O -0.0848 -5.6897 -3.0582 4.7 2.1 -1.3
F -6.0882 2.8078 2.9417 -0.4 0.5 0.8
H 6.9025 0.8476 -3.2700 0.2 0.2 -0.3
H 4.4228 4.2845 -2.7493 -0.3 0.0 0.1
C -2.5856 1.1761 -7.2989 -0.8 0.2 -0.7
C -2.8671 1.7671 -8.5625 0.7 -1.2 0.8
C 5.9572 1.3692 -3.2434 -1.1 -1.4 -0.3
H 5.1780 -1.7149 7.7802 0.0 -0.1 0.2
H 4.8971 -3.3315 3.8292 0.2 -0.4 0.3
C -2.8491 0.9336 -9.6662 -0.8 -1.4 -0.6
C 5.1346 -2.6856 5.9246 -0.6 -1.0 -2.0
H -5.3388 -0.8149 6.1396 0.9 -0.1 -0.8
H -6.7204 0.0016 5.6600 0.0 0.7 -0.7
H 6.7526 3.2484 -3.1726 -0.3 0.9 0.6
C -5.3389 2.1172 2.0854 1.2 -1.6 -1.6
C 3.6561 -1.7006 4.2783 1.5 -0.6 0.3
O -3.3231 0.4101 2.0795 -2.5 3.3 0.2
F -6.1970 1.3879 1.3323 0.0 -0.2 0.4
H -3.0129 -1.1265 -10.4042 0.2 -0.1 0.2
C 4.5985 -2.6738 4.6321 -0.3 0.6 0.0
H 5.8127 -3.4846 6.1858 0.1 0.2 0.3
Li -0.5367 -1.9716 -2.7268 -0.1 -0.9 0.0
H 3.3738 -1.6688 3.2364 -0.6 0.2 0.1
```
Forces are in eV/Å.